# 1
Below is C39H27Cl5FeNO2 as an isolated structure, with properties calculated with wB97M-V/def2-TZVPD.

Each line ends with the Löwdin spin population.
Element x y z (Å)
Fe  0.723  0.532  -0.242  4.1424
O  -0.204  1.142  -1.817  0.2382
C  -1.287  0.846  -2.587  0.0229
C  -2.512  0.618  -1.622  0.0070
C  -2.364  -0.658  -0.854  0.0050
C  -3.257  -1.705  -1.070  0.0042
C  -3.098  -2.887  -0.371  -0.0014
C  -2.053  -2.994  0.524  0.0038
C  -1.198  -1.911  0.699  0.0033
C  -0.032  -2.040  1.625  0.0073
C  1.271  -2.309  0.790  0.0206
O  1.504  -1.242  -0.024  0.2185
C  2.513  -2.476  1.671  0.0062
C  3.722  -2.514  0.983  0.0008
C  4.918  -2.657  1.656  0.0001
C  4.924  -2.751  3.038  0.0005
C  3.728  -2.692  3.729  0.0005
C  2.524  -2.541  3.056  0.0011
C  1.024  -3.592  -0.004  0.0042
C  1.267  -4.842  0.549  0.0004
C  0.971  -5.991  -0.164  0.0003
C  0.426  -5.901  -1.434  -0.0002
C  0.191  -4.656  -1.991  0.0001
C  0.489  -3.507  -1.281  -0.0002
N  -1.361  -0.773  0.022  0.0730
C  -1.570  2.064  -3.479  0.0068
C  -1.496  3.326  -2.900  0.0008
C  -1.642  4.461  -3.675  0.0001
C  -1.849  4.346  -5.039  0.0004
C  -1.940  3.092  -5.618  0.0006
C  -1.798  1.953  -4.844  0.0012
C  -0.997  -0.389  -3.436  0.0042
C  0.333  -0.674  -3.719  -0.0013
C  0.678  -1.785  -4.464  -0.0001
C  -0.305  -2.639  -4.930  -0.0003
C  -1.635  -2.345  -4.680  0.0001
C  -1.983  -1.225  -3.944  0.0005
H  -3.450  0.628  -2.179  0.0005
H  -2.500  1.464  -0.934  -0.0005
H  -4.074  -1.594  -1.764  0.0005
H  -3.776  -3.713  -0.518  -0.0001
H  -1.887  -3.906  1.069  0.0004
H  -0.202  -2.869  2.311  0.0002
H  0.125  -1.101  2.163  0.0007
H  3.704  -2.423  -0.094  0.0001
H  5.846  -2.697  1.105  0.0000
H  5.857  -2.861  3.570  0.0000
H  3.731  -2.760  4.805  0.0001
H  1.609  -2.481  3.624  0.0000
H  1.701  -4.918  1.537  0.0000
H  1.165  -6.961  0.272  0.0001
H  0.181  -6.799  -1.983  0.0000
H  -0.234  -4.577  -2.980  0.0000
H  0.320  -2.533  -1.715  -0.0005
H  -1.310  3.410  -1.838  0.0000
H  -1.582  5.438  -3.217  0.0000
H  -1.925  5.231  -5.651  0.0000
H  -2.110  2.997  -6.681  0.0001
H  -1.857  0.980  -5.307  0.0000
H  1.093  -0.004  -3.340  -0.0007
H  1.718  -1.988  -4.665  0.0000
H  -0.039  -3.520  -5.497  0.0000
H  -2.413  -2.997  -5.050  0.0000
H  -3.027  -1.005  -3.784  0.0000
Cl  -2.196  1.013  2.475  0.0044
C  -1.170  2.303  1.966  0.0206
C  0.014  1.997  1.312  0.1163
C  0.771  3.082  0.881  0.0211
Cl  2.230  2.651  0.045  0.0513
C  0.376  4.404  1.009  0.0019
Cl  1.297  5.675  0.308  0.0034
C  -0.817  4.669  1.685  0.0024
Cl  -1.363  6.287  1.849  0.0009
C  -1.576  3.618  2.199  0.0032
Cl  -3.012  3.952  3.080  0.0022

Values from the calculation:
ΔE to the lowest compared entry with this formula, charge and spin = 27.9 kcal/mol
frontier orbital gap (alpha / beta) = 9.28 / 7.57 eV
spin multiplicity = 6

---

# 2
Below is C39H28F5N3P2PdS3Se as an isolated structure, with properties calculated with wB97M-V/def2-TZVPD.

Each line ends with the Mulliken charge.
Element x y z (Å)
Pd  0.098  -0.091  0.973  0.1419
C  -2.396  -2.241  2.091  -1.1529
N  -0.944  -2.542  2.251  0.3626
P  -0.191  -1.122  3.014  0.8910
C  -1.262  -0.792  4.427  0.8026
C  -1.748  -1.843  5.210  -0.4664
C  -2.591  -1.577  6.274  -0.8816
C  -2.961  -0.266  6.556  -0.5587
C  -2.491  0.776  5.773  -0.6666
C  -1.644  0.516  4.703  -0.4714
C  1.412  -1.605  3.715  0.4492
C  2.557  -1.292  2.982  -0.1020
C  3.814  -1.624  3.459  -0.5500
C  3.940  -2.261  4.684  -0.6498
C  2.810  -2.542  5.440  -0.8151
C  1.553  -2.206  4.965  -0.3844
P  -0.149  -2.367  0.686  -0.0785
C  1.373  -3.335  0.870  0.4826
C  1.509  -4.321  1.842  0.0568
C  2.697  -5.026  1.945  -0.6394
C  3.742  -4.764  1.069  -0.6906
C  3.598  -3.800  0.081  -0.5794
C  2.415  -3.084  -0.018  -0.1002
C  -1.092  -3.394  -0.461  0.3720
C  -1.681  -4.585  -0.036  -0.4160
C  -2.306  -5.406  -0.958  -0.7856
C  -2.336  -5.049  -2.301  -0.5254
C  -1.741  -3.873  -2.726  -0.6417
C  -1.116  -3.038  -1.807  -0.2447
H  -2.898  -2.366  3.046  0.3105
H  -2.838  -2.932  1.376  0.4361
H  -2.577  -1.219  1.731  0.3470
H  -1.480  -2.865  4.970  0.4992
H  -2.968  -2.390  6.880  0.4193
H  -3.627  -0.062  7.385  0.3975
H  -2.788  1.794  5.986  0.4462
H  -1.282  1.324  4.078  0.3086
H  2.466  -0.776  2.036  0.2342
H  4.691  -1.373  2.876  0.4987
H  4.921  -2.520  5.061  0.4034
H  2.908  -3.016  6.408  0.4339
H  0.687  -2.411  5.578  0.4011
H  0.697  -4.509  2.533  0.3623
H  2.812  -5.779  2.715  0.4334
H  4.670  -5.314  1.155  0.4103
H  4.407  -3.600  -0.610  0.4876
H  2.305  -2.321  -0.779  0.2314
H  -1.642  -4.868  1.009  0.3961
H  -2.769  -6.328  -0.630  0.4176
H  -2.828  -5.695  -3.017  0.3861
H  -1.765  -3.595  -3.771  0.4543
H  -0.660  -2.110  -2.129  0.2351
S  -4.071  3.591  -1.902  -0.3348
C  -2.751  3.504  -0.913  0.0554
S  -2.496  2.208  0.232  -0.0357
C  -0.925  2.858  0.624  0.4498
N  -0.645  3.946  0.007  -0.8409
N  -1.670  4.318  -0.830  0.6561
C  -1.464  5.526  -1.561  0.4232
C  -0.189  5.799  -2.039  -0.2759
C  0.038  6.976  -2.733  -0.5581
C  -0.998  7.873  -2.950  -0.4505
C  -2.264  7.593  -2.459  -0.6088
C  -2.506  6.421  -1.759  -0.4858
S  0.110  2.101  1.803  -0.4989
H  0.609  5.093  -1.857  0.4628
H  1.031  7.190  -3.107  0.3547
H  -0.818  8.788  -3.498  0.3716
H  -3.075  8.293  -2.617  0.3593
H  -3.490  6.201  -1.376  0.3728
F  6.201  -0.872  -2.368  -0.3377
C  4.923  -0.550  -2.155  0.5994
C  4.543  0.050  -0.969  0.1155
F  5.459  0.300  -0.027  -0.3668
C  3.217  0.384  -0.757  0.4759
F  2.909  0.959  0.419  -0.4233
C  2.224  0.116  -1.693  -0.2441
Se  0.372  0.488  -1.437  -0.3030
C  2.642  -0.488  -2.877  0.2851
F  1.747  -0.801  -3.821  -0.3868
C  3.964  -0.816  -3.118  0.3787
F  4.321  -1.402  -4.264  -0.3177

Values from the calculation:
ΔE to the lowest compared entry with this formula, charge and spin = 0.0 kcal/mol
frontier orbital gap = 6.75 eV
spin multiplicity = 1

---

# 3
Below is C39H29N3O10S as an isolated structure, with properties calculated with wB97M-V/def2-TZVPD.

Each line ends with the Mulliken charge.
Element x y z (Å)
C  -6.361  -2.635  2.879  -1.3451
C  -5.356  -1.460  2.675  0.7166
C  -5.860  -0.107  2.721  -0.8715
C  -4.883  1.036  2.569  -0.5034
C  -3.477  0.734  2.380  0.6725
C  -2.485  1.964  2.277  -0.4240
C  -2.307  2.472  3.771  -0.0406
N  -1.492  1.788  4.494  -0.6470
C  -2.898  -0.639  2.306  0.7357
N  -1.557  -1.004  2.150  -0.5973
S  -1.710  -2.667  2.189  0.0975
N  -3.316  -3.010  2.410  -0.5742
C  -3.915  -1.754  2.463  0.4161
H  -6.087  -3.556  2.297  0.3301
H  -7.430  -2.346  2.681  0.3518
H  -6.282  -2.935  3.969  0.2761
H  -6.941  0.136  2.873  0.3037
H  -5.196  2.105  2.612  0.3508
H  -2.922  2.771  1.643  -0.2117
H  -1.500  1.655  1.836  0.4398
H  -2.905  3.342  4.149  0.3837
H  -1.512  2.220  5.434  0.2244
C  1.934  4.137  5.667  -0.4959
C  0.671  3.921  6.029  -0.1188
C  0.311  3.649  7.437  0.4545
O  -0.842  3.450  7.765  -0.5549
C  1.408  3.628  8.431  -0.3680
C  2.672  3.844  8.070  -0.3536
C  3.032  4.116  6.659  0.3805
O  4.183  4.315  6.330  -0.5422
H  2.215  4.336  4.640  0.4136
H  -0.144  3.933  5.317  0.3592
H  1.126  3.428  9.457  0.4098
H  3.487  3.832  8.783  0.4039
C  -3.965  5.739  -1.845  -0.4429
C  -4.038  5.087  -0.686  -0.1682
C  -4.478  3.675  -0.625  0.3289
O  -4.546  3.080  0.433  -0.4424
C  -4.832  3.014  -1.901  -0.3994
C  -4.760  3.665  -3.061  -0.3781
C  -4.320  5.078  -3.123  0.3169
O  -4.252  5.671  -4.179  -0.5459
H  -3.647  6.771  -1.909  0.3993
H  -3.781  5.555  0.257  0.4290
H  -5.150  1.981  -1.836  0.4503
H  -5.016  3.197  -4.003  0.4083
C  -1.407  -4.412  -0.974  -0.0419
C  -1.474  -3.100  -1.188  0.0055
C  -1.353  -2.537  -2.553  0.1433
O  -1.413  -1.339  -2.748  -0.5723
C  -1.155  -3.489  -3.669  -0.3257
C  -1.087  -4.801  -3.455  -0.3895
C  -1.209  -5.364  -2.091  0.2072
O  -1.149  -6.562  -1.895  -0.5741
H  -1.493  -4.842  0.016  0.3896
H  -1.620  -2.390  -0.383  0.2977
H  -1.068  -3.060  -4.659  0.4147
H  -0.942  -5.511  -4.259  0.4000
C  4.608  -3.023  -2.627  -0.3364
C  3.677  -3.112  -3.578  -0.3590
C  2.829  -4.318  -3.709  0.3857
O  1.981  -4.403  -4.576  -0.5597
C  3.052  -5.421  -2.745  -0.3363
C  3.981  -5.332  -1.796  -0.4613
C  4.830  -4.125  -1.664  0.3386
O  5.677  -4.044  -0.796  -0.5602
H  5.237  -2.153  -2.515  0.5084
H  3.500  -2.319  -4.289  0.5303
H  2.421  -6.294  -2.856  0.4659
H  4.158  -6.128  -1.083  0.4244
C  8.287  0.778  -4.555  -0.4164
C  7.194  0.272  -3.987  -0.2663
C  6.183  -0.458  -4.784  0.4213
O  5.184  -0.919  -4.266  -0.4699
C  6.434  -0.607  -6.235  -0.3488
C  7.527  -0.101  -6.803  -0.3830
C  8.539  0.630  -6.007  0.3178
O  9.536  1.089  -6.524  -0.5393
H  9.037  1.316  -3.988  0.4017
H  6.995  0.371  -2.927  0.4329
H  5.684  -1.145  -6.801  0.4238
H  7.725  -0.200  -7.863  0.4040

Values from the calculation:
frontier orbital gap = 6.48 eV
spin multiplicity = 1